Record 1
{"formula": "C13H19AsBrClFIN", "method": "ωB97M-V with the def2-TZVPD basis set", "homo_energy_ev": -5.7, "energy_ha": -6229.060731, "total_charge": -1, "elements": ["C", "C", "As", "F", "Br", "I", "C", "C", "C", "Cl", "C", "C", "C", "C", "N", "C", "C", "C", "C", "H", "H", "H", "H", "H", "H", "H", "H", "H", "H", "H", "H", "H", "H", "H", "H", "H", "H", "H"], "xyz": [[0.44, 2.98, -0.34], [-0.24, 2.37, 0.47], [-1.56, 1.07, 1.32], [-2.79, 0.00, 2.24], [-1.01, 2.15, 3.49], [-2.02, -0.16, -0.94], [-2.98, 2.44, 1.12], [-4.11, 2.25, 0.10], [-5.11, 1.10, 0.42], [-6.16, 0.90, -1.07], [-0.18, -0.29, 1.73], [0.98, -0.50, 0.72], [1.12, -2.02, 0.32], [2.58, -2.46, 0.11], [3.20, -2.01, -1.14], [4.50, -1.63, -1.06], [4.96, -1.26, -2.32], [3.81, -1.46, -3.19], [2.75, -1.93, -2.42], [0.79, 3.60, -1.15], [-3.46, 2.58, 2.11], [-2.48, 3.41, 0.93], [-4.75, 3.17, 0.17], [-3.82, 2.26, -0.97], [-4.62, 0.15, 0.67], [-5.82, 1.43, 1.20], [-0.71, -1.26, 1.84], [0.25, -0.10, 2.72], [1.93, -0.26, 1.25], [0.92, 0.06, -0.22], [0.72, -2.64, 1.14], [0.46, -2.17, -0.56], [2.58, -3.58, 0.10], [3.23, -2.20, 0.96], [5.10, -1.61, -0.15], [5.94, -0.89, -2.62], [3.82, -1.28, -4.27], [1.74, -2.21, -2.73]]}

Record 2
{"formula": "CH2N2O3", "method": "ωB97M-V with the def2-TZVPD basis set", "homo_energy_ev": -10.0, "smiles": "O=NC[N+](=O)[O-]", "energy_ha": -374.332330, "elements": ["C", "N", "N", "O", "O", "O", "H", "H"], "xyz": [[0.13, 0.55, 0.27], [-0.96, 0.95, -0.70], [0.38, -0.92, 0.19], [1.39, -1.35, -0.24], [-1.18, 0.21, -1.58], [-0.50, -1.51, 0.79], [0.96, 1.32, 0.07], [-0.23, 0.74, 1.20]]}

Record 3
{"formula": "C5H7N2O", "method": "ωB97M-V with the def2-TZVPD basis set", "homo_energy_ev": -14.3, "energy_ha": -379.117559, "total_charge": 1, "elements": ["C", "C", "C", "C", "C", "N", "N", "O", "H", "H", "H", "H", "H", "H", "H"], "xyz": [[0.06, 0.29, 1.29], [1.37, -1.68, -0.33], [0.93, 0.70, 2.14], [-0.78, -0.36, -0.58], [-0.63, 0.56, -1.78], [0.49, -0.88, -0.09], [-1.08, 0.35, 0.66], [2.28, -2.36, -0.39], [1.76, 0.11, 2.49], [0.89, 1.72, 2.50], [-1.50, -1.16, -0.78], [0.07, 1.36, -1.57], [-1.60, 0.99, -2.04], [-0.27, -0.01, -2.64], [-1.98, 0.37, 1.12]]}